#w
Entry from OMol25: 2 unconnected molecules or ions with the total composition C4H8NO3 (ωB97M-V with the def2-TZVPD basis set).

Last column: Mulliken charge in e.
Cartesian coordinates (Å):
C  2.7966  0.2409  0.2102  -0.801
C  1.9995  1.3239  -0.5203  0.521
O  2.6294  2.1430  -1.2043  -0.725
O  0.7405  1.2842  -0.3462  -0.763
H  2.5682  -0.7633  -0.1451  0.217
H  2.4938  0.2150  1.2664  0.222
H  3.8719  0.4273  0.1230  0.291
C  -3.3016  -1.5232  0.5854  -1.031
C  -1.8153  -1.2183  0.4693  0.655
O  -1.0154  -2.1251  0.6899  -0.639
N  -1.4762  0.0273  0.1213  -0.334
H  -3.4451  -2.5901  0.7604  0.286
H  -3.9290  -1.2427  -0.2715  0.291
H  -0.4520  0.2397  0.0206  0.327
H  -2.0469  0.5972  -0.4813  0.221
H  -3.8112  -0.9944  1.4011  0.262

Summary:
Orbital gap   8.01 eV
Net charge   -1
E_LUMO   3.55 eV

***

#x
Entry from OMol25: 2 unconnected molecules or ions with the total composition C4H8NO3 (ωB97M-V with the def2-TZVPD basis set).

Last column: Mulliken charge in e.
Cartesian coordinates (Å):
C  0.8094  1.4947  -2.4600  -1.106
C  0.1702  0.1098  -2.1111  0.772
O  0.8845  -0.8321  -1.6464  -0.843
O  -1.0507  0.1316  -2.2947  -0.685
H  0.5969  2.0700  -1.5856  0.198
H  0.1080  1.9427  -3.1074  0.370
H  1.8553  1.4614  -2.5530  0.354
C  -0.7923  -1.0544  0.8389  -0.716
C  -0.6009  -0.1105  1.8795  0.711
O  -0.9281  1.1174  1.9879  -0.657
N  0.1395  -0.6405  3.0322  -0.443
H  0.5540  0.0396  3.6928  0.219
H  0.6139  -1.5505  3.0277  0.196
H  -1.6880  -1.0870  0.2406  0.299
H  -0.6066  -2.1824  1.0893  0.212
H  -0.0654  -0.9098  -0.0306  0.117

Summary:
Orbital gap   8.04 eV
Net charge   -1
E_LUMO   3.75 eV

***

Which is the most stable structure? #w is the most stable.

***

#w
Entry from OMol25: 2 unconnected molecules or ions with the total composition C8H8N4O4 (ωB97M-V with the def2-TZVPD basis set).

Last column: Mulliken charge in e.
Cartesian coordinates (Å):
O  3.1301  1.8185  -0.6056  -0.646
C  2.5011  0.7661  -0.3708  0.557
C  3.1030  -0.4691  -0.0471  -0.501
C  2.3375  -1.5435  0.0723  -0.198
N  0.9981  -1.5839  -0.1898  -0.091
C  0.3381  -0.4657  -0.7157  0.166
O  -0.7579  -0.3922  -1.2688  -0.564
N  1.1226  0.6884  -0.6868  0.077
H  4.1711  -0.4386  0.2803  0.349
H  2.7957  -2.6123  0.1691  0.281
H  0.6013  -2.6173  -0.5333  0.379
H  0.7065  1.4965  -1.0388  0.237
O  -0.5547  2.7950  0.0384  -0.604
C  -1.1234  1.7545  0.2537  0.340
C  -0.8001  0.8513  1.3186  -0.417
C  -1.5032  -0.2473  1.5692  -0.368
N  -2.4045  -0.7197  0.6832  -0.146
C  -2.6867  -0.0647  -0.5788  0.445
O  -3.3061  -0.5253  -1.4949  -0.617
N  -2.1709  1.1815  -0.6387  -0.079
H  -0.0427  1.2116  2.0170  0.379
H  -1.3071  -0.9156  2.3099  0.517
H  -2.5500  -1.7235  0.8021  0.275
H  -2.5976  1.7555  -1.3449  0.229

Summary:
Orbital gap   9.26 eV
Net charge   0
E_LUMO   -0.05 eV

***

#x
Entry from OMol25: a molecular structure, C8H8N4O4 (ωB97M-V with the def2-TZVPD basis set).

Last column: Mulliken charge in e.
Cartesian coordinates (Å):
C  0.0475  -1.7354  -2.6503  0.459
C  0.5813  -2.9094  -1.9663  -0.352
C  0.1471  -3.2701  -0.7786  -0.236
C  -1.4743  -1.4101  -0.6337  0.142
C  1.5939  2.9388  1.4930  0.483
C  1.6070  1.5185  1.3309  -0.821
C  0.5478  0.7155  1.0666  0.266
C  -0.8326  2.6350  1.7224  0.259
H  -1.3114  -0.2549  -2.3682  0.266
H  1.3764  -3.3071  -2.5078  0.455
H  0.7285  -4.1137  -0.2239  0.287
H  -1.3906  -2.9564  0.8265  0.275
H  0.0763  4.4959  1.7113  0.279
H  2.6452  1.0967  1.1397  0.284
H  0.7463  -0.2161  0.7216  0.501
H  -1.6225  0.7866  0.6337  0.419
N  -1.0875  -1.1661  -2.0021  -0.067
N  -0.9485  -2.6210  -0.0730  -0.030
N  0.2840  3.4701  1.5057  -0.140
N  -0.6383  1.3005  1.3641  -0.212
O  0.4877  -1.4042  -3.7326  -0.566
O  -2.1973  -0.6709  -0.0320  -0.670
O  2.4721  3.8245  1.3538  -0.646
O  -1.8382  3.2533  2.0993  -0.635

Summary:
Orbital gap   9.03 eV
Net charge   0
E_LUMO   -0.11 eV

***

Which is the most stable structure? #w is the most stable.

***

#w
Entry from OMol25: a gas-phase ion, C4H12N3 (charge +1) (ωB97M-V with the def2-TZVPD basis set).

Last column: Mulliken charge in e.
Cartesian coordinates (Å):
C  1.2733  1.7106  0.9645  -1.004
C  1.2894  1.5316  -0.5704  -0.556
C  0.8296  0.0725  -0.8410  -0.714
N  -0.6142  -0.1363  -0.7425  -0.172
C  -1.2384  -1.0207  0.0552  0.615
N  -0.5412  -1.7204  0.9410  -0.275
N  -2.5661  -1.1579  -0.0540  -0.390
H  1.7015  0.8874  1.5176  0.306
H  1.8187  2.6345  1.1216  0.346
H  0.2512  1.9201  1.2751  0.282
H  2.2673  1.4975  -1.0318  0.367
H  0.4241  2.0597  -0.9571  0.286
H  1.4118  -0.6129  -0.2149  0.252
H  1.1734  -0.2920  -1.8096  0.427
H  -0.9917  -0.1618  -1.6830  0.289
H  0.4499  -1.8380  0.7965  0.193
H  -0.9563  -2.3394  1.6173  0.245
H  -2.9720  -1.8362  0.5764  0.241
H  -3.0103  -1.1983  -0.9607  0.260

Summary:
Orbital gap   11.29 eV
Net charge   +1
E_LUMO   -3.30 eV

***

#x
Entry from OMol25: a gas-phase ion, C4H12N3 (charge +1) (ωB97M-V with the def2-TZVPD basis set).

Last column: Mulliken charge in e.
Cartesian coordinates (Å):
N  2.3612  -1.4830  -0.3010  -0.594
C  1.4753  -0.8909  0.6763  -0.157
C  0.3903  -0.2651  0.2336  0.008
N  -0.1987  -0.6715  -1.0918  -0.165
C  -0.6706  0.2775  1.1608  -0.759
C  -1.3371  1.5193  0.6075  -0.619
N  -1.7204  1.4519  -0.8669  -0.682
H  3.2938  -1.1787  -0.0310  0.285
H  2.3369  -2.4949  -0.1811  0.255
H  1.5882  -1.2451  1.7116  0.351
H  -0.7284  -1.5306  -0.9776  0.320
H  0.5466  -0.7597  -1.7852  0.409
H  -0.7615  0.2067  -1.3025  0.433
H  -0.3228  0.5646  2.1572  0.349
H  -1.4203  -0.4985  1.3270  0.304
H  -0.5911  2.3211  0.5887  0.349
H  -2.2362  1.8863  1.1139  0.418
H  -2.7335  1.5482  -0.9982  0.250
H  -1.5635  2.4207  -1.1526  0.245

Summary:
Orbital gap   10.56 eV
Net charge   +1
E_LUMO   -3.43 eV

***

Which is the most stable structure? #w is the most stable.